Record 1
A structure of composition C30H26BeSbSe4Si, computed with ωB97M-V with the def2-TZVPD basis set.

Output
* HOMO energy: -0.169 Ha
* electronic energy: -11309.1403 Ha
* maximum force: 2.83 eV/Å
* total charge: -1
* LUMO: 2.5 eV
* energy above the lowest of the compared OMol25 structures with the same formula, charge and spin: 0.0 kJ/mol
* orbital gap: 7.11 eV

The geometry in XYZ format:
```
63
Properties=species:S:1:pos:R:3:lowdin_charge:R:1
Be 3.52998 -0.82432 -0.54797 -0.45
Se 4.96960 0.47991 -1.47025 0.03
Se 6.25384 0.49378 0.49308 -0.12
Se 4.55025 1.05174 2.05879 -0.13
Se 3.32992 -0.84494 1.61254 -0.01
C -1.05101 6.51417 2.69745 -0.12
C -0.00553 6.41768 1.78038 -0.11
C 0.34944 5.21448 1.20596 -0.13
C -0.21519 4.01373 1.73944 -0.37
C -1.24695 4.14630 2.64649 -0.14
C -1.67659 5.37818 3.10981 -0.11
Sb 0.55781 2.10525 1.00651 1.52
C -0.99624 1.01827 1.91742 -0.41
C -2.29906 0.92054 1.46196 -0.12
C -3.24345 0.26443 2.21692 -0.11
C -2.92345 -0.30169 3.43987 -0.11
C -1.63113 -0.20957 3.90937 -0.09
C -0.68429 0.43737 3.13526 -0.15
C -0.49463 2.26692 -0.82807 -0.40
C -0.19413 1.26858 -1.76791 -0.14
C -0.89491 1.17546 -2.97104 -0.10
C -1.83288 2.14780 -3.29798 -0.10
C -2.19240 3.08661 -2.33787 -0.10
C -1.52809 3.15108 -1.12271 -0.14
H -1.31057 7.53952 3.01166 0.11
H 0.48896 7.31258 1.39211 0.10
H 1.04492 5.19569 0.39056 0.09
H -1.70773 3.24826 3.06002 0.09
H -2.52960 5.37011 3.78278 0.10
H -2.61603 1.29955 0.49375 0.10
H -4.30252 0.31336 1.84698 0.12
H -3.66149 -0.82498 4.03515 0.10
H -1.36447 -0.71769 4.79319 0.09
H 0.29852 0.61771 3.52637 0.08
H 0.62190 0.54169 -1.66626 0.05
H -0.48947 0.44887 -3.66713 0.10
H -2.27904 2.05218 -4.29603 0.10
H -2.98100 3.81007 -2.52132 0.10
H -1.75750 3.96772 -0.41608 0.10
C 2.85001 -6.25726 -3.42507 -0.11
C 3.46583 -5.85833 -2.22308 -0.09
C 3.27949 -4.55230 -1.78316 -0.12
C 2.40970 -3.65547 -2.40725 -0.33
C 1.76332 -4.09218 -3.55223 -0.11
C 1.97197 -5.39903 -4.05810 -0.10
Si 1.95644 -1.98597 -1.57598 0.64
C 0.42002 -2.39206 -0.52768 -0.32
C -0.85377 -2.14845 -1.10357 -0.13
C -1.99025 -2.45829 -0.43300 -0.12
C -1.95254 -2.87262 0.88662 -0.11
C -0.71533 -3.09532 1.50084 -0.09
C 0.43503 -2.87476 0.77843 -0.14
H 3.09451 -7.18073 -3.81883 0.07
H 4.18532 -6.53567 -1.80078 0.09
H 3.84440 -4.26837 -0.89074 0.10
H 1.09038 -3.41245 -4.10637 0.10
H 1.56693 -5.84307 -4.95886 0.09
H 1.27235 -1.19907 -2.62849 -0.05
H -0.82747 -1.76207 -2.12178 0.08
H -2.99244 -2.32675 -0.89276 0.11
H -2.86287 -3.02126 1.45094 0.09
H -0.67656 -3.35043 2.54672 0.10
H 1.37976 -3.00452 1.29095 0.06
```

***

Record 2
A structure of composition C30H26Cl5FN9OSiTc, computed with ωB97M-V with the def2-TZVPD basis set.

Output
* HOMO energy (spin up / spin down): -0.168 / -0.170 Ha
* <S²>: 0.98
* electronic energy: -4497.9518 Ha
* maximum force: 2.32 eV/Å
* total charge: -1
* LUMO (spin up / spin down): 1.8 / 1.8 eV
* spin multiplicity: 2
* energy above the lowest of the compared OMol25 structures with the same formula, charge and spin: 118.1 kJ/mol
* orbital gap (spin up / spin down): 6.40 / 6.47 eV

The geometry in XYZ format:
```
74
Properties=species:S:1:pos:R:3:lowdin_charge:R:1
Tc -1.41225 -0.23474 1.11978 1.29
C -0.11222 -2.41286 -3.18509 -0.17
Si -0.36323 -0.77224 -2.31414 0.36
C 1.35534 -0.19655 -1.89194 -0.17
C -0.95565 0.50517 -3.57050 -0.18
N -1.41156 -0.96240 -0.96071 -0.17
C -2.57610 -1.67653 -1.17182 -0.34
C -3.25206 -1.85764 -2.40055 -0.06
C -4.42369 -2.60174 -2.50580 -0.11
C -4.99630 -3.20838 -1.39724 -0.12
C -4.37017 -3.05123 -0.16262 -0.03
C -3.22299 -2.31197 -0.10370 -0.24
F -2.62433 -2.16926 1.12664 -0.08
H 0.61014 -2.31079 -4.00687 0.03
H -1.03699 -2.82944 -3.59298 0.02
H 0.28846 -3.13670 -2.46440 0.03
H 1.99032 -0.36787 -2.77148 0.04
H 1.78917 -0.74882 -1.05301 0.03
H 1.36695 0.87847 -1.67920 0.01
H -0.09942 0.88063 -4.14918 0.02
H -1.42227 1.35645 -3.05903 0.02
H -1.68354 0.10125 -4.28298 0.01
H -2.84844 -1.38359 -3.28971 0.07
H -4.90022 -2.69748 -3.47579 0.09
H -5.90751 -3.78557 -1.48217 0.09
H -4.76383 -3.49261 0.74667 0.12
Cl -4.53011 -0.66971 2.70866 0.68
C -3.20132 -0.21064 3.75636 -0.65
C -1.96916 0.23372 3.22418 -0.25
C -1.12127 0.74531 4.21676 -0.64
Cl 0.37485 1.53991 3.76224 0.75
C -1.36673 0.68991 5.59354 -0.71
Cl -0.22144 1.28712 6.74946 0.64
C -2.55454 0.14113 6.05533 -0.72
Cl -2.86758 0.01039 7.74835 0.65
C -3.49449 -0.27830 5.12396 -0.71
Cl -5.01677 -0.88005 5.69571 0.64
C 2.17152 0.34600 1.67295 -0.04
C 1.28894 1.36001 1.03740 -0.41
N -0.01343 1.31399 0.81747 -0.06
C -0.36505 2.52691 0.24830 -0.11
C 0.72896 3.30876 0.11337 -0.07
N 1.77734 2.56563 0.61841 -0.02
C 3.15132 2.99721 0.65301 -0.06
N 3.97251 2.37145 -0.36109 -0.05
N 5.02770 1.61346 0.01172 0.05
N 5.64292 1.20871 -1.02468 0.08
C 4.98794 1.70584 -2.14111 -0.23
C 5.25488 1.53998 -3.50025 -0.02
C 4.40421 2.15439 -4.38739 -0.09
C 3.30015 2.91750 -3.94236 -0.08
C 3.02929 3.09052 -2.60759 -0.02
C 3.91151 2.46782 -1.71528 -0.18
H 1.65787 -0.60696 1.73249 0.06
H 2.43272 0.64987 2.69086 0.05
H 3.09418 0.22408 1.10580 0.07
H -1.39120 2.73619 0.00262 0.09
H 0.85563 4.30814 -0.27401 0.12
H 3.60840 2.76289 1.60757 0.14
H 3.14873 4.07088 0.51013 0.14
H 6.09338 0.93821 -3.82964 0.11
H 4.57504 2.05038 -5.45099 0.10
H 2.63610 3.36191 -4.67370 0.10
H 2.16456 3.65078 -2.27431 0.10
C -2.90775 0.87992 0.55328 -0.22
H -3.52282 1.51749 1.19667 -0.03
H -3.32473 0.82599 -0.46124 -0.01
O -0.10477 -1.68998 1.85970 -0.36
N -0.12240 -2.28064 2.99715 0.01
C 0.41385 -3.44960 2.92677 -0.31
C 0.95669 -3.99044 1.69449 -0.18
N 1.39064 -4.42952 0.72703 0.15
C 0.47920 -4.23777 4.13819 -0.19
N 0.54689 -4.90237 5.07156 0.13
```

***

Record 3
A structure of composition C30H26ClN6ORuSSe2, computed with ωB97M-V with the def2-TZVPD basis set.

Output
* HOMO energy (spin up / spin down): -0.478 / -0.479 Ha
* <S²>: 0.76
* electronic energy: -7318.3232 Ha
* maximum force: 0.16 eV/Å
* total charge: +2
* LUMO (spin up / spin down): -6.1 / -6.9 eV
* spin multiplicity: 2
* energy above the lowest of the compared OMol25 structures with the same formula, charge and spin: 0.0 kJ/mol
* orbital gap (spin up / spin down): 6.91 / 6.16 eV

The geometry in XYZ format:
```
68
Properties=species:S:1:pos:R:3:lowdin_charge:R:1
Ru 1.19000 0.40908 0.25900 1.18
Cl 5.45026 -5.36377 0.02771 0.73
C 4.58620 -3.91625 0.38546 -0.66
C 4.36309 -3.55413 1.72079 -0.05
C 3.68093 -2.40136 2.02484 0.01
C 3.16856 -1.57616 1.01153 -0.32
O 2.52699 -0.47835 1.37496 -0.27
C 3.40548 -1.93667 -0.33638 -0.13
C 3.02241 -1.12273 -1.44599 -0.04
N 2.26173 -0.07974 -1.38160 -0.04
C 1.93809 0.69328 -2.53116 -0.19
C 2.65527 0.73058 -3.69795 0.01
C 2.19357 1.49699 -4.78661 -0.03
C 1.03724 2.21892 -4.69585 0.00
C 0.29718 2.22835 -3.49078 -0.13
C -0.89039 2.97645 -3.30662 0.03
C -1.52271 2.95254 -2.09896 -0.01
C -0.97486 2.19557 -1.04886 -0.12
N 0.12316 1.48093 -1.18650 -0.02
C 0.76399 1.47346 -2.40266 -0.15
C 4.13143 -3.11192 -0.62434 -0.04
H 4.74195 -4.18987 2.50986 0.12
H 3.51879 -2.10335 3.05185 0.12
H 3.40814 -1.41838 -2.41937 0.14
H 3.58652 0.18841 -3.79568 0.12
H 2.77179 1.51036 -5.69989 0.12
H 0.68460 2.80462 -5.53458 0.13
H -1.28039 3.56357 -4.12861 0.14
H -2.43170 3.50878 -1.92288 0.12
H -1.46465 2.16131 -0.08516 0.04
H 4.33143 -3.37988 -1.65423 0.12
Se 0.12027 -1.07478 3.07543 0.78
Se -0.06977 1.14954 2.33616 0.73
C 1.64467 2.09719 2.33882 -0.57
C 2.16824 2.84545 3.36457 -0.04
C 3.28866 3.62423 3.07769 -0.01
C 3.80361 3.63291 1.79366 -0.01
C 3.20601 2.84878 0.81634 -0.07
N 2.14538 2.09653 1.09320 -0.11
C -0.18591 -1.93010 1.36938 -0.66
C -0.78323 -3.17754 1.44891 -0.09
C -1.06776 -3.86227 0.28166 -0.01
C -0.77940 -3.26771 -0.93864 -0.02
C -0.18067 -2.02958 -0.94022 -0.11
N 0.14360 -1.37586 0.18842 -0.11
H 1.72028 2.83035 4.34791 0.12
H 3.74373 4.22363 3.85464 0.13
H 4.66616 4.23254 1.54100 0.13
H 3.58295 2.80969 -0.19706 0.13
H -1.04832 -3.59109 2.41250 0.12
H -1.53462 -4.83699 0.32519 0.13
H -1.01549 -3.75227 -1.87458 0.12
H 0.06256 -1.52349 -1.86482 0.12
C -5.66414 -0.47497 -0.76025 -0.04
N -5.55836 -0.13383 0.63931 -0.16
C -6.74708 0.14601 1.44424 -0.09
C -6.17177 0.30995 2.85861 -0.11
N -4.74568 0.46127 2.57698 0.02
C -4.43304 0.07765 1.32273 -0.79
S -2.85488 -0.08640 0.73758 0.64
H -6.32880 0.23060 -1.26063 0.10
H -6.06648 -1.48193 -0.88126 0.10
H -4.67666 -0.42580 -1.21010 0.05
H -7.45898 -0.67540 1.37388 0.13
H -7.23412 1.05529 1.08505 0.13
H -6.35798 -0.56887 3.47766 0.12
H -6.56909 1.18598 3.36544 0.12
H -4.03800 0.45066 3.28928 0.13
```

***

- Which of these has the highest total charge?
  C30H26ClN6ORuSSe2

***

- Which value of energy above the lowest of the compared OMol25 structures with the same formula, charge and spin does entry 2 give?
  118.1 kJ/mol